Arrangement A

DFT (the ωB97M-V functional and the def2-TZVPD basis) results for the molecule C3H2F4.

XYZ file:
```
9
Properties=species:S:1:pos:R:3
F -1.40189 1.58281 1.50471
C -0.55836 1.27556 0.57036
C -0.60012 -0.28796 0.08889
F -1.16287 -1.15390 0.89119
C 0.64212 -0.77825 -0.55936
F 1.74523 -0.22273 -0.01364
F 0.68169 -0.45688 -1.88806
H -0.26119 1.99754 -0.02031
H 0.91539 -1.95619 -0.57377
```

Calculated values
Charge: 0
HOMO energy (spin up / spin down) (eV): -9.3 / -9.4
Structure (SMILES): F/C=C(\F)C(F)F

Atomic partial charges in e from the natural (NBO) method, atoms 1 to 2: -0.292 0.270

---

Arrangement B

DFT (the ωB97M-V functional and the def2-TZVPD basis) results for a structure of composition C3H2F4.

XYZ file:
```
9
Properties=species:S:1:pos:R:3
C 1.47139 -0.49066 -0.16528
C 0.58126 0.43825 0.11288
C -1.40706 0.11671 0.20917
F 2.79909 -0.42764 -0.11199
F 0.97422 1.71624 0.19407
F -1.60841 -0.70737 -0.93469
F -1.93681 1.31667 0.02710
H 1.11906 -1.51891 -0.37113
H -1.99274 -0.44329 1.03988
```

Calculated values
Charge: 0
HOMO energy (eV): -10.1

Atomic partial charges in e from the natural (NBO) method, atoms 1 to 2: 0.114 0.267

---

Among the structures above, stability is greatest for arrangement B.